Run 1
Formula: C3H9O3
Source: the OMol25 dataset
Level of theory: the ωB97M-V functional and the def2-TZVPD basis

```
! RIJCOSX wB97M-V def2-TZVPD def2/J DEFGRID3
* xyz -1 1
C -0.30518 -0.29338 -0.63694
O 0.15261 0.90470 -1.03654
C -0.66731 -0.31575 0.88540
C 0.58516 -0.47951 1.72443
O 0.39550 -0.98579 3.07731
H -1.22895 -0.65679 -1.16183
H 0.40841 -1.13813 -0.80158
H -1.39675 -1.09718 1.13394
H -1.14019 0.65616 1.04727
H 1.25222 -1.18979 1.22624
H 1.09037 0.47467 1.84694
H 0.04291 -1.87163 2.96714
H 0.02819 2.11939 -3.69265
H -0.02875 1.15416 -2.50083
O -0.20055 1.19610 -3.53456
*
```

Properties
Kohn-Sham gap in eV: 6.959
LUMO energy in eV: 3.66

Run 2
Formula: C3H9O3
Source: the OMol25 dataset
Level of theory: the ωB97M-V functional and the def2-TZVPD basis

```
! RIJCOSX wB97M-V def2-TZVPD def2/J DEFGRID3
* xyz -1 1
C -0.56954 1.42310 -0.08801
C -1.22084 0.89131 -1.40110
O -0.05671 0.71684 -2.38798
C -1.55215 1.15360 1.09950
O -1.05542 1.42114 2.30224
H 0.46395 1.15127 0.35624
H -0.49216 2.58258 -0.44722
H -2.03540 1.50095 -1.61236
H -1.71858 -0.07927 -1.28633
H 0.72374 1.11106 -1.88918
H -1.99220 0.05451 1.00820
H -2.46455 1.92827 0.64851
H 3.28080 -3.79695 1.00936
H 4.47340 -4.49727 0.27567
O 3.58916 -4.73338 0.62008
*
```

Properties
Kohn-Sham gap in eV: 5.310
LUMO energy in eV: 2.80

Run 3
Formula: C3H9O3
Source: the OMol25 dataset
Level of theory: the ωB97M-V functional and the def2-TZVPD basis

```
! RIJCOSX wB97M-V def2-TZVPD def2/J DEFGRID3
* xyz -1 1
C -0.58800 -0.45416 0.43464
O 0.15192 -1.41798 -0.24218
C -0.60428 0.87384 -0.32078
C 0.79651 1.23613 -0.80361
O 0.81030 2.55307 -1.42831
H -0.20140 -0.27640 1.43682
H -1.62804 -0.80388 0.54905
H -1.31663 0.96523 -1.15547
H -0.89256 1.62420 0.42027
H 1.17582 0.51712 -1.50477
H 1.43448 1.28564 0.08133
H -0.07146 2.58447 -1.81448
H 0.09516 -3.60027 2.17259
H 0.24650 -2.19048 0.42720
O 0.59169 -2.89653 1.74770
*
```

Properties
Kohn-Sham gap in eV: 6.928
LUMO energy in eV: 3.55

Run 4
Formula: C3H9O3
Source: the OMol25 dataset
Level of theory: the ωB97M-V functional and the def2-TZVPD basis

```
! RIJCOSX wB97M-V def2-TZVPD def2/J DEFGRID3
* xyz -1 1
C 1.31867 -0.11381 -0.37567
C 0.67524 0.84455 -1.39990
O -0.52103 1.50986 -0.90398
C 0.50602 -0.45515 0.91457
O 1.24712 -0.98295 1.88847
H 2.23653 0.33436 0.02927
H 1.60315 -1.04481 -0.85379
H 1.32349 1.65744 -1.68852
H 0.29713 0.26232 -2.24706
H -0.52293 1.50245 0.05568
H -0.06091 0.45178 1.27932
H -0.30649 -1.15837 0.55566
H -2.72453 -1.49405 1.45609
H -2.12127 -0.48241 0.49098
O -2.95019 -0.83122 0.79889
*
```

Properties
Kohn-Sham gap in eV: 6.677
LUMO energy in eV: 4.00

Stability, highest: run 1

Run 1
Formula: C4H7IN
Source: the OMol25 dataset
Level of theory: the ωB97M-V functional and the def2-TZVPD basis

```
! RIJCOSX wB97M-V def2-TZVPD def2/J DEFGRID3
* xyz 1 1
C 1.88859 0.45347 -0.09036
C 1.05128 2.01000 0.07005
C -0.17014 -1.43418 0.23810
C -0.62020 -0.06023 -0.14681
N 0.61392 0.64456 0.01633
I 3.77480 -0.31814 -0.21415
H 1.03079 2.42174 1.08852
H 1.00539 2.72318 -0.71625
H 0.72605 -1.86862 -0.20946
H 0.11994 -1.27111 1.30628
H -1.16343 -2.05840 0.29143
H -1.41921 0.24951 0.47772
H -1.04123 0.20887 -1.17274
*
```

Properties
Kohn-Sham gap in eV: 9.540
SMILES: CC[N+]1=C(I)C1
LUMO energy in eV: -4.90

Run 2
Formula: C4H7IN
Source: the OMol25 dataset
Level of theory: the ωB97M-V functional and the def2-TZVPD basis

```
! RIJCOSX wB97M-V def2-TZVPD def2/J DEFGRID3
* xyz 1 1
C 0.44927 1.45582 -1.75090
C 0.94565 0.62279 -0.73210
C 0.24026 -1.08297 0.93643
C -0.92449 -0.42823 1.64090
N 0.04960 -0.31638 -0.31194
I -2.71857 -1.51150 1.95019
H 1.12936 1.98977 -2.33148
H -0.61997 1.37237 -1.96669
H 2.04497 0.62166 -0.58523
H 1.15482 -0.85272 1.49820
H 0.14966 -2.12288 0.69912
H -1.04326 0.60630 1.79473
H -0.85731 -0.35402 -0.84122
*
```

Properties
Kohn-Sham gap (spin up / spin down) in eV: 6.213 / 6.218
LUMO energy (spin up / spin down) in eV: -6.56 / -6.56

Stability, highest: run 2

Run 1
Formula: C5H29NO11
Source: the OMol25 dataset
Level of theory: the ωB97M-V functional and the def2-TZVPD basis

```
! RIJCOSX wB97M-V def2-TZVPD def2/J DEFGRID3
* xyz 0 1
O 0.60785 -1.27399 -0.36872
C -0.17982 -0.64087 0.26989
O -1.49366 -0.99017 0.24648
C 0.13091 0.63315 1.01161
C -0.72369 0.94588 2.27271
C -0.94566 2.47535 2.55232
C -0.55904 3.43606 1.42462
N 1.50930 0.71982 1.51736
H -2.13319 -0.68147 0.90474
H -0.13267 1.41676 0.29915
H -1.74254 0.61780 2.06981
H -0.28320 0.49773 3.15471
H -1.98320 2.72301 2.77338
H -0.30974 2.61735 3.42574
H -0.91734 4.43384 1.67630
H -1.19159 3.26778 0.53885
H 0.46631 3.19840 1.14599
H 1.52770 0.18438 2.37980
H 2.24883 0.42204 0.89445
H -0.73024 -2.89471 0.57666
H -0.72753 -4.34661 0.05523
O -0.59794 -3.81377 0.84073
H -4.79916 0.70051 -0.01695
H -3.26541 1.08073 -0.06345
O -3.95160 0.59304 0.40305
H -2.28161 0.61464 -2.17335
H -1.71885 2.00124 -2.33672
O -2.04022 1.40104 -1.65380
H -1.88054 -1.59221 -3.42315
H -3.19771 -0.83149 -3.69856
O -2.24319 -0.73036 -3.70396
H 2.02119 0.91086 -0.83815
H 1.58397 2.31972 -1.45792
O 1.75099 1.37877 -1.63228
H 2.34278 -2.27523 0.46107
H 2.94393 -3.12870 1.54668
O 3.16331 -2.39925 0.95792
H -1.23290 -2.15882 -1.42544
H -0.08904 -2.87310 -2.19057
O -1.04119 -2.82741 -2.08811
H 3.15296 -3.59043 -0.74225
H 3.25727 -2.52102 -1.77678
O 3.20569 -3.47860 -1.70581
H 4.78165 0.90808 -0.69136
H 3.55916 2.00444 -1.01692
O 4.13869 1.54578 -0.39496
*
```

Properties
Kohn-Sham gap in eV: 10.144
SMILES: CCC[C@@H](N)C(=O)O.O.O.O.O.O.O.O.O.O
LUMO energy in eV: 0.15

Run 2
Formula: C5H29NO11
Source: the OMol25 dataset
Level of theory: the ωB97M-V functional and the def2-TZVPD basis

```
! RIJCOSX wB97M-V def2-TZVPD def2/J DEFGRID3
* xyz 0 1
O -0.73452 0.50039 0.59909
C -0.73193 0.10267 -0.54833
O -1.43100 -0.95294 -0.96587
C 0.12809 0.85497 -1.60794
C 1.34001 0.02765 -2.03101
C 1.04951 -1.39733 -2.56186
C 2.27509 0.82331 -2.92173
N -0.77830 1.10599 -2.79813
H -1.77857 -1.49859 -0.21289
H 0.48908 1.78483 -1.16944
H 1.88125 -0.12412 -1.06774
H 0.08879 -1.59742 -2.93125
H 1.78382 -1.76768 -3.31775
H 1.15777 -2.14568 -1.69285
H 1.97187 0.84202 -4.01342
H 2.48585 1.87226 -2.62060
H 3.24095 0.33592 -3.01703
H -0.32476 0.65450 -3.58207
H -0.94551 2.08677 -2.96213
H 0.12937 3.96604 0.84155
H -0.39377 3.69277 -0.49148
O -0.72132 3.94185 0.39284
H 3.12826 -1.01470 1.62752
H 2.88723 -2.02498 2.67577
O 3.61780 -1.67349 2.12245
H -1.82004 -1.48750 2.26122
H -2.72115 -2.75120 2.19899
O -1.79184 -2.42209 1.99095
H 1.89825 0.25149 3.23880
H 0.38260 0.29438 3.22095
O 1.16511 0.74422 2.86356
H 2.82387 2.43936 1.24126
H 1.43669 1.89078 1.45042
O 1.90385 2.66140 1.05744
H 0.62157 -1.33534 3.29528
H 1.03209 -2.78533 3.68227
O 1.36059 -1.88324 3.57932
H -3.58826 0.48055 -2.51439
H -3.41780 1.22006 -1.20566
O -4.12534 0.87811 -1.78534
H -3.74135 -1.81392 -0.21635
H -3.08829 -3.00708 -1.02194
O -3.39616 -2.73739 -0.15772
H -1.75492 0.61095 3.77323
H -1.41673 0.39117 2.21579
O -1.57781 -0.03439 3.08619
*
```

Properties
Kohn-Sham gap in eV: 10.234
SMILES: CC(C)[C@@H](N)C(=O)O.O.O.O.O.O.O.O.O.O
LUMO energy in eV: 0.16

Stability, highest: run 2

Run 1
Formula: H2N3P3
Source: the OMol25 dataset
Level of theory: the ωB97M-V functional and the def2-TZVPD basis

```
! RIJCOSX wB97M-V def2-TZVPD def2/J DEFGRID3
* xyz 0 1
N -0.34564 0.10634 -1.14068
N 0.01012 0.88005 1.32381
N 0.82712 -1.80781 0.17790
P -0.35740 -1.54593 -0.83176
P 1.33347 -0.28456 0.92573
P 0.38270 1.57508 -0.13279
H -0.90597 0.24536 -1.97053
H -0.94440 0.83147 1.64832
*
```

Properties
Kohn-Sham gap in eV: 8.606
LUMO energy in eV: -0.09

Run 2
Formula: H2N3P3
Source: the OMol25 dataset
Level of theory: the ωB97M-V functional and the def2-TZVPD basis

```
! RIJCOSX wB97M-V def2-TZVPD def2/J DEFGRID3
* xyz 0 1
N 2.59639 0.06713 0.86505
N -2.75773 -0.45732 -0.59799
N 0.51921 0.37210 -0.42574
P 2.15416 0.22493 -0.63048
P -2.18272 0.72444 0.21542
P -0.33073 -0.50846 0.54494
H 3.48610 0.06309 1.27975
H -3.48467 -0.48591 -1.25095
*
```

Properties
Kohn-Sham gap in eV: 7.463
LUMO energy in eV: -0.91

Stability, highest: run 1